1.
108
Properties=species:S:1:pos:R:3:forces:R:3:mulliken_charge:R:1 method="wB97M-V/def2-TZVPD" spin_multiplicity=1 total_charge=+1 homo_energy_ev=-10.58 total_energy_ev=-110397.3307 gap_ev=8.29
Mg 15.041406 -12.306651 -2.947288 -0.75 -2.19 -0.01 0.95
C 13.251109 -14.307231 -1.314541 -0.60 1.15 -0.96 0.02
O 12.859037 -13.310298 -0.365343 0.28 -0.26 0.50 -0.25
O 13.747990 -13.709208 -2.406775 0.70 0.33 0.21 -1.01
C 14.198526 -15.279077 -0.597862 -0.25 -0.14 0.27 0.33
F 13.463406 -16.181158 0.108150 0.20 0.12 -0.12 -0.35
F 14.970885 -15.969545 -1.437833 0.05 -0.01 0.01 -0.28
F 15.006727 -14.678785 0.304514 0.08 -0.10 -0.26 -0.05
C 11.550293 -13.455700 0.161755 -0.11 0.80 -0.32 0.46
C 11.219657 -12.273721 1.061164 0.21 -0.60 0.57 -0.74
H 11.647674 -12.466941 2.049981 0.08 0.20 0.00 0.30
H 11.586214 -11.313478 0.704509 -0.10 -0.06 -0.27 0.40
H 10.137896 -12.242550 1.189102 -0.09 0.21 -0.07 -0.20
H 11.457144 -14.364465 0.759380 -0.09 -0.06 -0.50 -0.48
H 10.862499 -13.441629 -0.693814 -0.17 -0.38 0.11 0.13
H 12.359721 -14.894922 -1.593799 0.01 -0.22 0.25 0.31
C 14.975672 -12.064334 1.737582 0.71 0.46 -0.42 0.47
C 16.184776 -11.541287 2.375437 -0.04 -0.10 0.11 -0.08
N 17.133583 -11.131018 2.875009 0.06 -0.04 -0.08 -0.50
H 15.171495 -12.126918 0.664617 -0.11 -0.10 0.07 -0.24
H 14.180499 -11.336531 1.874980 -0.28 -0.32 0.19 0.39
H 14.766584 -13.064728 2.098804 -0.38 0.11 0.19 -0.10
C 7.778118 -13.392860 3.192994 0.16 0.23 0.22 -0.89
C 7.405170 -12.638371 2.003349 0.11 -0.32 -0.22 0.47
N 7.102618 -12.032818 1.076497 0.06 0.07 -0.02 -0.42
H 8.014494 -14.439725 3.016893 -0.28 -0.01 -0.36 0.25
H 6.944819 -13.314718 3.889664 0.19 -0.09 0.21 0.35
H 8.687117 -12.957151 3.611344 -0.18 0.14 0.18 0.28
C 11.034202 -14.707282 -4.645471 0.15 0.33 -0.35 -0.54
S 10.355366 -16.167144 -5.484743 0.07 -0.18 1.04 0.50
O 10.158441 -17.179051 -4.398930 0.03 0.17 -0.54 -0.64
C 8.735885 -15.529643 -5.923773 -0.80 0.04 0.66 -0.82
H 12.107851 -14.885883 -4.587515 0.04 0.18 -0.04 0.15
H 10.687715 -14.516196 -3.629397 -0.43 -0.47 -0.04 0.11
H 10.804261 -13.826193 -5.250622 0.29 -0.03 -0.08 0.33
H 8.340892 -16.082780 -6.772272 0.22 0.22 -0.24 0.38
H 8.728083 -14.448063 -6.045185 0.14 -0.07 -0.47 0.27
H 8.040722 -15.731324 -5.101903 0.30 -0.10 0.16 0.25
C 16.742295 -14.398511 -6.575410 0.13 -0.04 0.51 -1.03
S 15.157539 -13.663310 -6.116376 0.44 0.06 -0.01 0.41
O 15.343317 -13.215181 -4.695039 0.56 -0.10 -0.47 -0.30
C 15.277304 -12.178665 -7.135381 -0.90 -0.95 -0.20 -0.76
H 17.552626 -13.673632 -6.484805 -0.19 0.21 -0.27 0.35
H 16.679343 -14.850598 -7.562123 0.00 0.10 -0.07 0.42
H 16.972502 -15.165385 -5.834551 -0.35 -0.16 -0.11 0.29
H 16.258804 -11.730854 -7.044343 -0.10 0.33 0.05 0.36
H 14.405496 -11.593314 -6.845761 0.40 0.43 0.26 0.08
H 15.029662 -12.499728 -8.151550 0.45 0.00 -0.07 0.43
C 12.543614 -9.035101 -4.806438 0.42 0.01 0.34 -1.15
S 12.576759 -10.810667 -4.570043 -0.27 -0.06 0.44 0.58
O 13.910209 -11.065204 -3.883843 0.00 0.92 0.02 -0.24
C 11.410856 -11.019474 -3.207708 1.01 -0.15 -0.01 -0.46
H 13.551711 -8.766327 -5.124142 -0.08 -0.07 -0.23 0.40
H 12.372694 -8.542706 -3.850495 -0.24 0.01 -0.05 0.30
H 11.817502 -8.769020 -5.569588 -0.11 0.01 0.08 0.41
H 11.772007 -10.394533 -2.392243 -0.16 0.18 -0.07 0.34
H 11.629568 -12.051208 -2.916964 -0.48 -0.09 -0.03 -0.17
H 10.378110 -10.795475 -3.450959 -0.02 -0.11 -0.14 0.47
C 17.879600 -15.500234 -2.609699 -0.27 0.89 0.57 -0.66
S 18.031770 -13.759386 -2.057045 0.39 -0.31 -0.03 0.28
O 16.664307 -13.120413 -2.152008 -0.23 0.41 0.07 0.09
C 18.208048 -14.123543 -0.326412 -0.37 -0.10 0.54 -0.51
H 17.450275 -16.070913 -1.789915 -0.10 -0.16 -0.13 0.17
H 18.884039 -15.845707 -2.838644 -0.02 -0.03 -0.20 0.48
H 17.207119 -15.455430 -3.462023 0.12 -0.20 -0.11 0.11
H 18.296882 -13.221654 0.278351 0.26 0.16 -0.28 0.40
H 19.049692 -14.796319 -0.168808 0.11 0.09 -0.11 0.46
H 17.294338 -14.623578 -0.003015 0.06 -0.08 -0.21 -0.29
C 7.921496 -12.723093 -2.302876 0.35 0.41 -0.62 -0.01
C 6.554828 -13.223534 -2.689059 -0.30 -0.04 0.14 0.37
O 6.066407 -12.902752 -3.748972 0.12 -0.08 0.01 -0.59
C 5.801501 -14.074675 -1.694402 0.03 0.28 -0.31 -1.08
H 8.505220 -13.365244 -1.647337 -0.22 -0.01 0.21 0.01
H 7.789309 -11.730414 -1.864759 0.04 -0.15 0.35 0.16
H 8.479702 -12.547401 -3.226507 0.01 -0.13 0.01 0.22
H 6.339109 -15.016602 -1.571602 -0.10 -0.05 0.12 0.30
H 4.798222 -14.234938 -2.080657 0.01 -0.19 0.05 0.35
H 5.745437 -13.562641 -0.733028 0.14 -0.05 0.05 0.26
C 9.584944 -8.786281 1.193867 -0.27 0.16 0.00 -0.81
C 9.340220 -8.794327 -0.290240 -0.35 0.02 -0.24 0.79
O 10.012512 -9.467619 -1.045774 0.14 0.02 0.21 -0.44
C 8.226193 -7.949522 -0.831892 -0.49 0.38 -0.45 -1.37
H 10.607986 -8.433316 1.325585 0.02 -0.22 0.33 0.31
H 9.426228 -9.784331 1.603244 0.38 -0.10 -0.13 0.07
H 8.890787 -8.140692 1.729549 0.10 0.21 -0.13 0.38
H 8.154992 -8.075728 -1.911530 -0.03 -0.16 0.05 0.30
H 8.336069 -6.874774 -0.659072 0.35 -0.11 0.29 0.40
H 7.264563 -8.197884 -0.375346 0.10 -0.21 0.06 0.36
C 17.407709 -15.881244 2.395548 -0.30 -0.59 0.12 -0.29
C 18.187047 -17.049121 1.847504 0.15 -0.65 0.47 0.88
O 17.963571 -17.521208 0.754805 -0.06 0.36 -0.17 -0.53
C 19.233278 -17.651086 2.758184 0.30 -0.06 -0.28 -1.32
H 16.989794 -16.082883 3.383976 0.32 -0.22 0.10 0.41
H 16.540718 -15.750921 1.750470 0.29 0.65 -0.11 -0.54
H 18.098065 -15.048280 2.532354 -0.32 0.34 -0.27 0.42
H 18.745237 -18.044525 3.650405 0.09 0.17 0.13 0.33
H 19.987216 -16.909496 3.033578 -0.22 0.10 0.25 0.34
H 19.769454 -18.463174 2.270546 -0.21 -0.03 -0.14 0.35
C 11.559180 -15.881346 2.729919 -0.29 -0.08 -0.22 -0.93
C 12.922613 -15.637326 3.328798 -0.37 -0.11 0.11 1.11
O 13.224402 -14.559554 3.787873 0.08 0.07 -0.09 -0.60
C 13.898634 -16.784131 3.290072 0.04 0.20 0.15 -1.01
H 11.666279 -16.444424 1.799063 -0.09 0.01 0.08 0.24
H 11.039689 -14.944075 2.532549 0.17 0.01 0.14 0.05
H 10.906230 -16.462479 3.384687 0.27 -0.15 0.16 0.53
H 14.170561 -16.937213 2.242514 0.19 -0.06 0.14 0.18
H 13.491738 -17.724021 3.662987 -0.22 0.07 -0.03 0.48
H 14.747805 -16.496361 3.905101 0.16 -0.12 -0.18 0.17

=====

2.
22
Properties=species:S:1:pos:R:3:forces:R:3:mulliken_charge:R:1 method="wB97M-V/def2-TZVPD" de_lowest_kcal_mol=21.2 spin_multiplicity=1 total_charge=+1 homo_energy_ev=-13.40 total_energy_ev=-10423.1058 gap_ev=10.47
N -0.706892 0.201551 0.207546 -1.47 0.48 1.50 -0.17
C 0.281911 -0.684312 0.846457 0.83 -1.33 -0.46 -0.70
C 1.371901 0.129776 1.560292 0.03 0.01 -1.38 -0.47
N 1.650499 1.310105 0.728447 -0.14 0.40 0.81 -0.36
C 2.124584 2.445029 1.522223 0.54 0.40 0.68 -0.99
H -1.127942 -0.043604 -0.696090 0.16 -0.21 0.06 0.27
H -1.504959 0.314171 0.844450 -0.12 -0.34 -0.30 0.36
H -0.322916 1.148743 0.227451 0.91 0.30 -0.75 0.42
H -0.195746 -1.463413 1.440472 -0.25 0.50 0.40 0.40
H 0.753791 -1.297054 0.078838 0.06 0.40 -0.39 0.32
H 1.069188 0.473708 2.532930 -0.11 -0.04 0.48 0.42
H 2.239408 -0.525594 1.609871 0.05 -0.03 0.53 0.33
H 2.387924 1.135891 0.062932 -0.06 -0.39 -0.29 0.20
H 1.454414 2.726189 2.340446 -0.44 -0.04 -0.49 0.35
H 2.299196 3.294894 0.867229 -0.16 0.08 0.05 0.31
H 3.060277 2.259172 2.066969 0.13 -0.24 -0.33 0.37
H -2.381254 -0.007544 -2.514997 -0.01 -0.22 0.26 0.30
H -3.698617 -0.224741 -1.834359 -0.03 -0.06 0.36 0.31
O -2.757647 -0.152656 -1.629722 0.07 0.26 -0.77 -0.69
H -0.385762 -3.166667 -2.767694 -0.01 -0.51 0.53 0.31
H -1.466154 -2.928582 -1.581171 0.39 -0.68 0.00 0.32
O -1.139806 -2.675027 -2.443167 -0.35 1.26 -0.52 -0.60